Record 1
87
Properties=species:S:1:pos:R:3:forces:R:3:lowdin_charge:R:1 method="wB97M-V/def2-TZVPD" spin_multiplicity=1 homo_ha=-0.375 smiles="O=C1C=CC(=O)C=C1.O=C1C=CC(=O)C=C1.O=C1C=CC(=O)C=C1.O=C1C=CC(=O)C=C1.O=C1C=CC(=O)C=C1.O=C1C=CC(=O)C=C1.CCOS(C)(=O)=O"
O 1.4095 -1.1410 -0.0706 -0.083 -0.113 -0.198 -0.289
S 0.5830 -0.7132 -1.1629 -0.172 1.047 0.468 0.648
O 1.0784 -0.9197 -2.5144 -0.960 0.075 1.130 -0.289
O -0.9106 -1.3777 -0.9244 1.245 0.270 -0.044 -0.261
C -0.9056 -2.7911 -1.1542 -0.421 -2.001 -1.422 -0.274
C -0.2801 -3.7847 -0.1414 -0.182 1.862 -0.605 -0.032
C 0.0508 1.0151 -0.8903 -0.642 -1.340 -0.388 -0.075
H -0.4793 -2.9362 -2.1538 0.565 -0.037 0.227 0.091
H -1.9129 -3.1542 -1.3758 -0.410 0.844 0.594 0.111
H -0.7160 -3.5907 0.8368 0.228 -0.149 0.152 0.066
H 0.7888 -3.5866 -0.1747 0.088 -0.497 0.511 0.070
H -0.5362 -4.7884 -0.4677 0.119 -0.061 -0.055 0.084
H 0.8801 1.6817 -0.6896 0.279 -0.295 -0.271 0.038
H -0.6296 0.9772 -0.0397 0.156 -0.052 0.129 0.045
H -0.5265 1.2545 -1.7828 0.159 0.294 -0.034 0.074
C 1.2318 6.6089 0.7730 -0.098 1.709 -1.734 0.006
C 0.5952 7.0146 1.8686 -0.292 -0.794 0.323 0.029
C -0.1395 6.0022 2.6811 -0.378 -0.213 -0.392 -0.380
O -0.8096 6.2862 3.6509 0.284 0.142 -0.095 0.108
C -0.0634 4.5928 2.1935 0.836 0.369 0.046 0.038
C 0.5894 4.2726 1.0689 -1.304 -1.059 -0.278 0.020
C 1.2217 5.2593 0.1672 1.322 -0.613 2.633 -0.379
O 1.9936 4.9419 -0.7142 -0.752 0.190 -0.502 0.105
H 1.7301 7.3065 0.0987 0.060 0.192 0.402 0.122
H 0.5261 8.0311 2.2326 0.298 0.071 -0.151 0.122
H -0.4318 3.8584 2.8981 -0.137 -0.164 -0.221 0.121
H 0.6299 3.2283 0.7744 0.206 0.097 0.046 0.094
C -5.5997 -1.6370 -0.5226 -0.816 1.469 -0.551 0.023
C -5.9933 -0.8370 -1.5211 -0.306 -0.691 -1.075 0.012
C -5.2729 0.3580 -2.0345 0.290 0.028 0.940 -0.399
O -5.6536 1.0243 -2.9654 -0.169 -0.186 -0.146 0.126
C -4.0863 0.7005 -1.2322 1.132 -0.060 -0.092 0.017
C -3.6554 -0.0442 -0.2122 -0.822 0.338 0.192 0.023
C -4.4145 -1.2426 0.2752 0.469 -0.372 -0.141 -0.369
O -4.0451 -1.8901 1.2314 0.084 0.125 0.171 0.103
H -6.3254 -2.3986 -0.2723 0.661 -0.502 0.495 0.120
H -6.8496 -1.1168 -2.1289 -0.160 0.139 0.196 0.121
H -3.4508 1.5251 -1.5359 -0.392 0.222 -0.169 0.123
H -2.8083 0.3194 0.3530 0.115 -0.500 0.188 0.091
C -0.3326 -1.6062 2.9064 0.488 -0.525 -0.824 0.009
C -0.1386 -2.6403 3.7117 1.129 -0.697 0.180 0.013
C -1.0076 -2.9674 4.8441 -1.047 0.463 -0.713 -0.385
O -0.7778 -3.8346 5.6531 0.000 0.132 0.044 0.124
C -2.2584 -2.1520 4.8233 -0.391 0.498 0.860 0.037
C -2.3842 -1.0189 4.1224 -0.724 -0.203 -0.016 0.019
C -1.4118 -0.6356 3.0935 0.829 0.446 0.386 -0.381
O -1.3784 0.4334 2.5062 -0.587 -0.323 0.048 0.090
H 0.3090 -1.4645 2.0467 0.157 0.221 -0.015 0.100
H 0.6994 -3.3258 3.6076 0.032 0.144 -0.245 0.129
H -3.0468 -2.4302 5.5146 0.134 -0.059 0.094 0.122
H -3.2493 -0.3768 4.2355 -0.052 -0.066 -0.017 0.125
C 3.0102 -0.0200 2.6547 -0.220 0.417 0.378 0.021
C 3.4756 -1.2588 2.8407 0.752 0.837 -0.943 0.022
C 3.3845 -2.0237 4.1143 -0.712 1.164 -0.521 -0.389
O 3.7049 -3.1817 4.1891 0.166 -0.190 0.410 0.117
C 2.7337 -1.2184 5.2006 0.585 -0.075 -0.002 0.025
C 2.1827 -0.0182 4.9744 0.278 -1.511 2.049 -0.004
C 2.2946 0.7105 3.7349 -0.916 -0.148 -0.759 -0.395
O 1.7370 1.7832 3.6055 0.422 0.091 -0.387 0.106
H 3.1088 0.5048 1.7116 0.074 -0.097 -0.063 0.104
H 4.0516 -1.6117 1.9913 -0.172 -0.811 0.240 0.125
H 2.7662 -1.5943 6.2163 -0.308 -0.407 -0.140 0.121
H 1.6541 0.3555 5.8438 -0.023 0.791 -0.343 0.126
C -0.4593 -3.1585 -4.9408 1.204 -0.354 -0.069 0.017
C -0.7886 -1.8743 -4.8611 -0.157 0.551 -0.072 0.001
C -2.1257 -1.4495 -4.3965 -0.428 -0.846 -0.262 -0.388
O -2.5391 -0.3209 -4.2746 0.526 0.403 0.024 0.118
C -3.0279 -2.5835 -4.1006 -0.392 -0.631 1.231 0.012
C -2.6522 -3.8628 -4.0527 -0.091 -0.523 -0.566 0.009
C -1.2892 -4.3151 -4.4698 -0.627 1.990 0.045 -0.394
O -0.8942 -5.4421 -4.3671 0.223 -0.493 -0.076 0.128
H 0.5583 -3.3585 -5.2626 -0.113 -0.393 -0.050 0.126
H -0.0820 -1.1053 -5.1447 -0.028 0.030 0.026 0.121
H -3.9901 -2.3284 -3.6683 -0.137 0.202 -0.400 0.117
H -3.3393 -4.6554 -3.7772 -0.023 0.085 0.180 0.122
C 4.0822 1.8653 -4.1780 -1.649 -0.515 -1.474 0.020
C 3.3644 1.3788 -3.1656 0.017 0.715 0.021 0.037
C 3.7774 1.6924 -1.7916 0.668 -0.228 0.688 -0.356
O 3.2243 1.2628 -0.7927 -0.099 0.230 -0.474 0.076
C 5.0209 2.5087 -1.6560 -0.026 -0.596 0.001 0.032
C 5.7223 2.8989 -2.7131 1.123 0.885 0.041 0.016
C 5.3272 2.6227 -4.1059 -0.099 -0.575 0.900 -0.399
O 5.9917 2.8822 -5.0814 0.003 0.268 0.093 0.126
H 3.6818 1.7467 -5.1837 0.241 -0.169 0.011 0.127
H 2.4240 0.8680 -3.3133 0.055 -0.184 -0.004 0.100
H 5.4023 2.5900 -0.6461 -0.117 0.318 0.020 0.124
H 6.6717 3.4205 -2.6208 -0.069 -0.047 0.190 0.124


Record 2
80
Properties=species:S:1:pos:R:3:forces:R:3:lowdin_charge:R:1 method="wB97M-V/def2-TZVPD" spin_multiplicity=1 homo_ha=-0.262 e_above_lowest_kcal_mol=0.26
Tl -0.1162 -0.1051 0.1029 0.295 -0.658 0.059 0.007
S -3.1106 3.4102 -0.2357 -0.142 0.207 -0.037 -0.149
Sb -1.0384 2.9792 0.4800 0.088 -0.152 -0.004 -0.096
S 0.0987 1.7755 -1.3938 -0.047 0.135 -0.057 -0.017
S -1.2119 0.9657 1.9606 -0.070 0.079 0.061 -0.026
S 0.4945 4.3265 1.3822 0.041 0.125 0.046 -0.204
C 1.7960 -7.1599 -1.0787 0.014 -0.017 -0.021 -0.014
C 1.1456 -6.3041 0.0203 -0.014 0.061 0.004 -0.428
C 0.7878 -7.1909 1.2253 -0.001 -0.034 0.017 -0.014
C 2.1243 -5.2270 0.4694 0.117 -0.083 0.039 -0.088
C 3.3624 -5.5680 1.0085 -0.009 -0.039 0.013 -0.011
C 4.2641 -4.6115 1.4459 -0.039 0.027 -0.016 -0.052
C 3.9350 -3.2688 1.3502 0.042 0.002 0.029 -0.063
C 2.7160 -2.8839 0.8056 0.080 -0.026 0.088 -0.257
P 2.3022 -1.1192 0.6846 0.020 0.269 -0.011 1.050
C 3.4153 -0.4385 -0.5704 0.003 -0.075 -0.085 -0.371
C 4.1170 -1.2562 -1.4542 0.037 0.020 -0.030 -0.079
C 4.8830 -0.6912 -2.4664 -0.048 0.013 0.066 -0.077
C 4.9474 0.6887 -2.5985 0.011 -0.012 -0.008 -0.073
C 4.2437 1.5066 -1.7244 -0.022 -0.017 0.023 -0.058
C 3.4721 0.9496 -0.7166 -0.001 0.046 -0.014 -0.123
C 2.8212 -0.4069 2.2653 0.029 0.002 0.035 -0.360
C 1.9135 -0.4478 3.3213 -0.029 0.016 0.056 -0.106
C 2.2599 0.0741 4.5583 0.032 0.005 -0.045 -0.059
C 3.5098 0.6483 4.7413 -0.005 0.004 0.003 -0.067
C 4.4158 0.6996 3.6908 -0.042 -0.029 -0.036 -0.067
C 4.0738 0.1739 2.4535 0.052 0.004 -0.010 -0.084
C 1.8353 -3.8745 0.3771 -0.254 0.033 -0.119 -0.180
O 0.6565 -3.4153 -0.1421 -0.015 0.083 -0.042 -0.021
C -0.3070 -4.2924 -0.5636 0.226 0.145 0.118 -0.176
C -1.4753 -3.6991 -1.0366 -0.053 -0.044 0.038 -0.246
C -2.4994 -4.5171 -1.4954 -0.043 -0.017 -0.040 -0.071
C -2.3510 -5.8949 -1.4765 0.039 0.033 0.016 -0.052
C -1.1768 -6.4494 -0.9923 -0.002 -0.031 0.009 -0.011
C -0.1262 -5.6653 -0.5213 -0.082 -0.110 -0.036 -0.088
P -1.6420 -1.8942 -1.0877 -0.093 0.244 -0.145 1.040
C -1.7167 -1.4671 -2.8450 0.002 -0.077 -0.067 -0.354
C -2.9066 -1.5380 -3.5664 -0.082 0.000 0.026 -0.079
C -2.9190 -1.2390 -4.9192 0.048 0.004 0.020 -0.067
C -1.7418 -0.8707 -5.5588 -0.014 0.002 -0.007 -0.070
C -0.5542 -0.7970 -4.8466 -0.036 -0.015 0.062 -0.064
C -0.5427 -1.0891 -3.4896 0.056 0.008 -0.076 -0.114
C -3.2416 -1.4778 -0.3706 -0.048 -0.123 0.094 -0.392
C -3.7261 -0.1885 -0.5890 0.038 0.039 0.039 -0.126
C -4.8412 0.2563 0.1036 -0.016 -0.026 -0.029 -0.076
C -5.4732 -0.5801 1.0119 0.017 -0.046 0.010 -0.063
C -4.9823 -1.8585 1.2452 0.016 0.033 -0.021 -0.073
C -3.8596 -2.3065 0.5646 -0.076 -0.030 -0.017 -0.086
H 2.7047 -7.6385 -0.7100 -0.020 0.019 -0.005 0.083
H 2.0563 -6.5481 -1.9440 -0.008 -0.012 0.019 0.101
H 1.1175 -7.9487 -1.4075 0.011 0.025 0.007 0.084
H 1.6802 -7.6700 1.6315 -0.021 0.016 -0.011 0.084
H 0.0920 -7.9788 0.9324 0.016 0.023 0.003 0.084
H 0.3246 -6.6003 2.0172 0.010 -0.010 -0.017 0.102
H 3.6248 -6.6159 1.0963 0.002 0.030 -0.002 0.116
H 5.2141 -4.9115 1.8668 -0.006 0.006 -0.004 0.110
H 4.6238 -2.5107 1.7042 -0.009 -0.023 -0.003 0.114
H 4.0732 -2.3335 -1.3542 -0.005 -0.005 0.004 0.102
H 5.4285 -1.3301 -3.1487 -0.007 -0.002 0.009 0.104
H 5.5432 1.1285 -3.3887 -0.012 -0.007 0.017 0.106
H 4.2764 2.5828 -1.8323 0.002 -0.018 0.004 0.116
H 2.9110 1.6047 -0.0594 -0.017 -0.025 0.013 0.098
H 0.9212 -0.8580 3.1767 -0.003 -0.003 -0.014 0.076
H 1.5434 0.0575 5.3686 0.000 -0.006 -0.015 0.112
H 3.7733 1.0742 5.7012 -0.008 -0.011 -0.015 0.108
H 5.3851 1.1606 3.8294 -0.012 -0.008 -0.005 0.107
H 4.7771 0.2320 1.6317 -0.011 -0.002 0.006 0.108
H -3.4168 -4.0711 -1.8611 0.023 -0.019 -0.005 0.115
H -3.1471 -6.5336 -1.8339 0.006 0.005 0.003 0.110
H -1.0736 -7.5280 -0.9765 -0.010 0.024 -0.006 0.116
H -3.8309 -1.8018 -3.0656 0.016 0.007 0.003 0.108
H -3.8488 -1.2826 -5.4714 0.015 0.001 0.008 0.107
H -1.7561 -0.6262 -6.6135 0.007 -0.005 0.018 0.107
H 0.3596 -0.4903 -5.3381 -0.006 -0.004 0.009 0.110
H 0.3857 -0.9999 -2.9367 -0.009 -0.003 0.034 0.083
H -3.2125 0.4960 -1.2571 -0.030 0.022 -0.011 0.088
H -5.1833 1.2712 -0.0442 0.033 -0.005 -0.019 0.080
H -6.3378 -0.2257 1.5587 0.012 -0.010 -0.010 0.108
H -5.4649 -2.5025 1.9692 0.010 -0.002 -0.011 0.104
H -3.4714 -3.2979 0.7651 0.008 0.022 0.000 0.102


Calculated values (eV Å⁻¹) of max |F| for the records, taken in order: 3.01; 0.72.